Here is C16H45N4O5Ti as an isolated structure in a non-equilibrium geometry from OMol25. Energies are from ωB97M-V/def2-TZVPD.

The geometry in XYZ format:
```
71
C16H45N4O5Ti, DFT ωB97M-V/def2-TZVPD
Ti 0.489 -0.344 0.152
O 1.711 0.397 -1.668
H 2.170 1.213 -1.948
C -1.680 -0.739 -4.305
C -1.632 -1.557 -3.009
C -0.575 -2.622 -3.285
O -0.497 -3.715 -2.377
C -1.481 -4.645 -2.684
N -1.105 -0.647 -2.041
H -1.987 -1.365 -5.142
H -0.777 -0.198 -4.588
H -2.419 0.053 -4.187
H -2.479 -2.194 -2.756
H 0.352 -2.055 -3.192
H -0.566 -3.006 -4.306
H -1.211 -5.266 -3.538
H -2.466 -4.209 -2.852
H -1.513 -5.192 -1.741
H -0.143 -0.369 -2.172
H -1.501 0.254 -2.267
C 4.038 2.761 0.112
C 2.992 2.498 1.153
C 1.756 3.434 1.126
O 2.258 4.721 1.354
C 1.335 5.800 1.192
N 2.585 1.072 0.984
H 3.522 2.961 -0.827
H 4.620 1.839 0.112
H 4.709 3.577 0.379
H 3.316 2.700 2.174
H 0.927 3.170 1.782
H 1.434 3.414 0.085
H 0.735 5.511 0.329
H 1.916 6.721 1.150
H 0.746 5.895 2.105
H 2.314 0.987 0.015
H 3.422 0.540 1.179
C -3.275 -0.116 1.958
C -2.672 0.971 1.096
C -3.060 2.368 1.639
O -2.165 3.329 1.104
C -2.709 4.587 1.091
N -1.304 0.814 1.375
H -4.344 0.038 1.810
H -2.941 -0.079 2.995
H -2.978 -1.146 1.760
H -3.018 0.920 0.064
H -2.876 2.528 2.702
H -4.118 2.560 1.462
H -3.507 4.540 0.351
H -1.906 5.281 0.841
H -3.154 4.751 2.072
H -1.112 0.649 2.353
H -1.032 1.769 1.189
C -0.299 -4.673 1.651
C 0.407 -3.350 1.577
C 1.792 -3.377 1.072
O 2.327 -2.017 1.180
C 3.613 -1.919 0.547
N -0.404 -2.600 0.691
H -0.353 -5.229 0.714
H -1.281 -4.620 2.122
H 0.329 -5.368 2.208
H 0.396 -2.910 2.575
H 1.790 -3.685 0.027
H 2.449 -4.064 1.605
H 3.972 -0.890 0.529
H 3.500 -2.102 -0.521
H 4.259 -2.647 1.039
H -1.397 -2.710 0.843
H -0.239 -2.999 -0.222
```

The value obtained for the HOMO energy (spin up / spin down) is -7.21 / -12.16 eV. Its total energy is -56620.9661 eV. The max |F| is 3.95 eV Å⁻¹. The molar mass is 421.43 g/mol. As for the spin multiplicity: 5. Its total charge is +1. Its relative energy (zero: lowest compared OMol25 entry of this formula, charge and spin) is 0.0 kcal per mole.

Charges in e, computed with Mulliken, in the same order as the atoms:
1. Ti 0.39
2. O -0.45
3. H 0.19
4. C -1.60
5. C 0.63
6. C -1.23
7. O -0.24
8. C -0.76
9. N -0.07
10. H 0.45
11. H 0.33
12. H 0.47
13. H 0.26
14. H 0.40
15. H 0.46
16. H 0.30
17. H 0.34
18. H 0.21
19. H 0.04
20. H 0.18
21. C -1.36
22. C 0.05
23. C -0.63
24. O -0.42
25. C -0.65
26. N -0.19
27. H 0.32
28. H 0.39
29. H 0.37
30. H 0.47
31. H 0.35
32. H 0.34
33. H 0.27
34. H 0.28
35. H 0.27
36. H 0.34
37. H 0.05
38. C -1.55
39. C 0.66
40. C -1.14
41. O -0.33
42. C -0.77
43. N -0.13
44. H 0.42
45. H 0.47
46. H 0.21
47. H 0.13
48. H 0.30
49. H 0.56
50. H 0.33
51. H 0.13
52. H 0.37
53. H 0.25
54. H 0.26
55. C -1.57
56. C 0.43
57. C -0.84
58. O -0.20
59. C -0.75
60. N 0.01
61. H 0.28
62. H 0.41
63. H 0.45
64. H 0.26
65. H 0.36
66. H 0.44
67. H 0.25
68. H 0.33
69. H 0.33
70. H 0.16
71. H -0.07

Here is a 9-piece molecular cluster, C16H46Br2N17O9PS overall in a non-equilibrium geometry from OMol25. Energies are from ωB97M-V/def2-TZVPD.

The geometry in XYZ format:
```
92
C16H46Br2N17O9PS, DFT ωB97M-V/def2-TZVPD
C 1.127 -2.681 -1.143
C 0.625 -1.248 -0.886
Br 0.345 -0.801 0.967
C 0.402 -0.342 -1.847
Br 0.848 -0.992 -3.646
P -0.215 1.435 -1.745
C -1.622 1.192 -2.947
C -3.004 1.643 -2.316
C -3.789 0.354 -1.901
C -4.804 0.638 -0.757
O -4.167 1.195 0.394
N -0.630 3.291 -1.691
C -0.731 3.595 -0.532
S -1.237 4.141 0.886
H 2.226 -2.735 -1.212
H 0.844 -3.265 -0.243
H 0.597 -3.155 -1.984
H -0.594 1.365 -0.395
H 1.073 1.854 -2.185
H -1.760 0.126 -3.198
H -1.441 1.736 -3.892
H -3.562 2.213 -3.078
H -2.879 2.218 -1.384
H -3.064 -0.388 -1.489
H -4.269 -0.146 -2.763
H -5.529 1.396 -1.114
H -5.318 -0.292 -0.447
H -3.843 0.495 0.974
C 1.413 -4.648 2.565
O 1.850 -4.567 1.424
N 1.818 -5.614 3.435
N 0.484 -3.783 3.060
H 1.470 -5.694 4.372
H 2.504 -6.271 3.109
H 0.159 -3.051 2.450
H 0.116 -3.846 3.990
C 3.893 -4.299 -5.264
O 4.869 -4.918 -5.641
N 2.987 -4.810 -4.372
N 3.607 -3.030 -5.676
H 2.183 -4.302 -4.053
H 3.156 -5.742 -4.023
H 4.244 -2.588 -6.313
H 2.796 -2.537 -5.358
C 2.944 -6.855 -1.288
O 3.385 -7.348 -2.320
N 2.539 -7.608 -0.227
N 2.823 -5.514 -1.119
H 2.178 -7.212 0.621
H 2.613 -8.605 -0.313
H 3.116 -4.932 -1.884
H 2.465 -5.084 -0.280
C 0.281 5.248 4.760
O 0.976 6.056 4.165
N 0.378 5.041 6.105
N -0.657 4.478 4.133
H -0.189 4.379 6.600
H 1.055 5.587 6.610
H -0.765 4.596 3.141
H -1.235 3.811 4.614
C 1.704 -8.839 -5.913
O 1.132 -9.757 -6.479
N 1.333 -8.390 -4.679
N 2.767 -8.182 -6.463
H 1.798 -7.640 -4.201
H 0.557 -8.847 -4.238
H 3.073 -8.483 -7.369
H 3.249 -7.427 -6.008
C -4.432 3.995 5.286
O -3.530 3.177 5.375
N -5.049 4.529 6.378
N -4.900 4.443 4.087
H -5.790 5.201 6.319
H -4.733 4.225 7.281
H -4.472 4.073 3.257
H -5.639 5.114 3.999
C 3.497 6.939 7.305
O 2.411 6.874 7.861
N 3.897 8.036 6.607
N 4.400 5.917 7.335
H 4.784 8.102 6.144
H 3.259 8.809 6.558
H 4.142 5.089 7.839
H 5.293 5.957 6.881
C -3.244 6.271 -4.187
O -3.854 6.923 -5.015
N -1.976 5.810 -4.395
N -3.773 5.939 -2.971
H -1.466 5.272 -3.718
H -1.544 6.029 -5.274
H -4.704 6.257 -2.773
H -3.279 5.404 -2.281
```

The value obtained for the HOMO energy is -9.29 eV. Its SMILES is C/C(Br)=C(\Br)[PH2](CCCCO)N=C=S.NC(N)=O.NC(N)=O.NC(N)=O.NC(N)=O.NC(N)=O.NC(N)=O.NC(N)=O.NC(N)=O. Its total energy is -221312.9177 eV. The max |F| is 2.54 eV Å⁻¹. The molar mass is 843.50 g/mol. Its total charge is 0.

Charges in e, computed with Mulliken, in the same order as the atoms:
1. C -0.89
2. C 0.52
3. Br -0.21
4. C -0.51
5. Br -0.19
6. P 0.67
7. C -1.01
8. C -0.05
9. C -0.44
10. C -0.82
11. O -0.43
12. N -0.42
13. C 0.28
14. S -0.34
15. H 0.34
16. H 0.04
17. H 0.46
18. H -0.11
19. H 0.11
20. H 0.59
21. H 0.41
22. H 0.33
23. H 0.07
24. H 0.23
25. H 0.38
26. H 0.27
27. H 0.41
28. H 0.27
29. C 0.69
30. O -0.70
31. N -0.43
32. N -0.29
33. H 0.16
34. H 0.21
35. H 0.05
36. H 0.17
37. C 0.57
38. O -0.65
39. N -0.25
40. N -0.31
41. H 0.13
42. H 0.11
43. H 0.20
44. H 0.07
45. C 0.57
46. O -0.69
47. N -0.33
48. N -0.14
49. H 0.13
50. H 0.22
51. H 0.19
52. H 0.31
53. C 0.62
54. O -0.70
55. N -0.31
56. N -0.12
57. H 0.15
58. H 0.20
59. H 0.06
60. H 0.12
61. C 0.54
62. O -0.67
63. N -0.28
64. N -0.29
65. H 0.19
66. H 0.17
67. H 0.19
68. H 0.17
69. C 0.68
70. O -0.67
71. N -0.39
72. N -0.36
73. H 0.16
74. H 0.22
75. H 0.20
76. H 0.16
77. C 0.71
78. O -0.70
79. N -0.39
80. N -0.38
81. H 0.16
82. H 0.22
83. H 0.21
84. H 0.16
85. C 0.62
86. O -0.65
87. N -0.35
88. N -0.31
89. H 0.18
90. H 0.19
91. H 0.18
92. H 0.15

Here is C16H46CdO9S7 as an isolated structure in a non-equilibrium geometry from OMol25. Energies are from ωB97M-V/def2-TZVPD.

The geometry in XYZ format:
```
79
C16H46CdO9S7, DFT ωB97M-V/def2-TZVPD
Cd 2.017 -17.477 17.550
O 1.152 -16.925 19.381
C 0.115 -17.909 19.490
C 0.310 -19.270 18.660
O 0.766 -19.185 17.324
H -0.878 -17.477 19.365
H 0.057 -18.273 20.516
H -0.607 -19.860 18.644
H 1.053 -19.782 19.270
C 5.945 -20.607 15.409
S 4.355 -21.511 14.965
O 4.654 -23.002 14.954
C 3.470 -20.953 16.520
H 6.600 -21.472 15.512
H 5.945 -19.996 16.311
H 6.265 -19.963 14.590
H 3.185 -19.929 16.278
H 4.176 -20.870 17.347
H 2.481 -21.401 16.609
C -2.555 -13.377 16.256
S -1.014 -13.223 17.264
O -0.991 -11.787 17.839
C -1.481 -14.324 18.643
H -3.310 -14.145 16.423
H -2.258 -13.259 15.214
H -3.085 -12.443 16.439
H -2.112 -15.112 18.232
H -1.901 -13.765 19.480
H -0.527 -14.742 18.966
C 2.905 -14.000 19.733
S 4.018 -14.667 18.397
O 3.123 -15.807 17.863
C 3.721 -13.228 17.253
H 1.976 -13.589 19.337
H 3.283 -13.017 20.011
H 2.676 -14.616 20.603
H 4.281 -13.459 16.347
H 4.104 -12.268 17.600
H 2.677 -13.122 16.960
C -3.376 -15.162 24.197
S -2.695 -14.605 22.629
O -1.974 -13.329 22.924
C -1.384 -15.899 22.283
H -2.598 -15.496 24.884
H -3.914 -16.027 23.808
H -4.008 -14.437 24.711
H -0.607 -15.418 21.690
H -1.946 -16.623 21.693
H -0.809 -16.315 23.110
C 6.237 -17.763 18.761
S 4.803 -18.906 19.121
O 3.728 -18.361 18.178
C 4.369 -17.987 20.618
H 6.779 -18.256 17.953
H 6.982 -17.467 19.499
H 5.791 -16.817 18.455
H 3.337 -18.287 20.796
H 4.266 -16.942 20.324
H 5.111 -18.019 21.416
C -0.812 -22.007 15.974
S -1.045 -23.757 15.645
O -1.546 -23.713 14.231
C 0.738 -24.254 15.516
H 0.022 -21.588 15.410
H -0.594 -21.819 17.025
H -1.717 -21.511 15.621
H 1.020 -25.199 15.979
H 1.368 -23.457 15.910
H 0.901 -24.388 14.446
C -4.876 -18.829 15.862
S -3.668 -17.599 15.271
O -4.437 -16.274 15.367
C -2.395 -17.538 16.587
H -4.405 -19.761 16.175
H -5.512 -19.150 15.036
H -5.445 -18.431 16.702
H -2.147 -18.498 17.039
H -2.810 -16.939 17.398
H -1.446 -17.295 16.109
```

The value obtained for the HOMO energy (spin up / spin down) is -0.71 / -4.86 eV. Its total energy is -116166.0824 eV. The max |F| is 4.95 eV Å⁻¹. The molar mass is 719.42 g/mol. As for the spin multiplicity: 2. Its total charge is -1.

Charges in e, computed with Mulliken, in the same order as the atoms:
1. Cd -0.55
2. O -0.59
3. C 0.18
4. C -0.69
5. O -0.72
6. H -0.07
7. H 0.27
8. H 0.33
9. H 0.39
10. C -0.39
11. S 0.45
12. O -0.67
13. C -0.40
14. H 0.33
15. H -0.21
16. H 0.33
17. H 0.21
18. H 0.15
19. H 0.04
20. C -1.00
21. S 0.61
22. O -0.71
23. C -0.02
24. H 0.26
25. H 0.31
26. H 0.38
27. H -0.15
28. H 0.34
29. H -0.09
30. C -0.78
31. S 0.04
32. O 0.30
33. C -0.93
34. H 0.04
35. H 0.52
36. H 0.22
37. H 0.34
38. H 0.40
39. H 0.21
40. C -0.92
41. S 0.52
42. O -0.63
43. C -0.77
44. H 0.27
45. H 0.34
46. H 0.32
47. H 0.11
48. H 0.28
49. H 0.49
50. C -0.66
51. S 0.27
52. O -0.01
53. C -0.55
54. H 0.26
55. H 0.39
56. H 0.00
57. H 0.23
58. H -0.07
59. H 0.43
60. C -0.73
61. S 0.42
62. O -0.66
63. C -0.44
64. H 0.30
65. H 0.29
66. H 0.29
67. H 0.37
68. H -0.08
69. H 0.28
70. C -0.93
71. S 0.45
72. O -0.64
73. C -0.66
74. H 0.30
75. H 0.35
76. H 0.31
77. H 0.22
78. H 0.19
79. H 0.35